Record 1
{
  "formula": "C4H9NO",
  "method": "wB97M-V/def2-TZVPD",
  "gap_ha": 0.3872,
  "e_tot_ev": -7831.0845,
  "total_charge": 0,
  "symbols": ["H", "H", "H", "N", "H", "C", "C", "H", "H", "C", "H", "O", "H", "C", "H"],
  "coordinates": [[0.23284, -0.81758, 1.28145], [-2.25931, -0.37307, -0.22621], [1.49668, 0.40001, -0.72792], [-1.89252, -0.69869, -1.10553], [0.90202, 0.47926, 2.29647], [1.04766, -0.09967, 1.38444], [1.12114, 0.81882, 0.20126], [0.40140, 2.57741, 1.11546], [1.97613, -0.66110, 1.49348], [0.77592, 2.09751, 0.21781], [-1.90522, -0.07161, -1.89007], [-0.94928, -2.53353, -0.16128], [-0.68758, -2.02711, -2.10350], [-1.13322, -1.81706, -1.11773], [0.87333, 2.72642, -0.65812]],
  "atomic_forces_ev_per_a": [[0.1, -0.1, 0.0], [0.0, 0.0, 0.0], [0.0, -0.1, 0.0], [-0.1, 0.1, 0.0], [-0.1, 0.0, 0.0], [0.1, 0.2, 0.0], [0.0, 0.0, 0.1], [0.0, 0.0, 0.0], [0.0, -0.1, 0.0], [0.0, 0.1, 0.0], [0.0, 0.0, 0.0], [0.0, 0.0, 0.1], [0.0, 0.0, 0.0], [0.1, 0.0, 0.0], [0.0, 0.0, 0.0]],
  "mulliken_charge": [0.1817, 0.2282, 0.3157, -0.3074, 0.3250, -0.9277, 0.1373, 0.2434, 0.2670, -0.8055, 0.2182, -0.5400, 0.3447, 0.0553, 0.2640]
}


Record 2
{
  "formula": "C4H9NO",
  "method": "wB97M-V/def2-TZVPD",
  "gap_ha": [0.3478, 0.2239],
  "e_tot_ev": -7821.9835,
  "total_charge": 1,
  "multiplicity": 2,
  "symbols": ["N", "O", "H", "C", "C", "H", "H", "C", "H", "H", "H", "H", "C", "H", "H"],
  "coordinates": [[0.79875, 0.91113, 1.80673], [-1.71040, 1.09394, 0.06755], [2.07235, 0.91599, -0.57291], [2.00485, -0.03856, -0.05787], [-1.71847, -0.88051, -1.29962], [-0.78315, 1.09112, -1.68276], [-1.97241, -0.95683, -2.35676], [-1.38405, 0.53192, -0.95238], [2.34609, -0.97288, -0.47638], [0.70507, 0.74278, 2.80615], [1.86102, -0.79710, 1.95721], [-0.12529, 1.12405, 1.40926], [1.57186, -0.01666, 1.25495], [-2.68805, -1.10349, -0.84341], [-0.97815, -1.64488, -1.05976]],
  "atomic_forces_ev_per_a": [[-0.6, -1.3, 0.8], [0.2, -0.2, 0.3], [-0.2, -0.3, -0.3], [-0.1, 0.3, 0.0], [-1.6, 0.0, -0.3], [0.1, 0.1, -0.3], [0.5, 0.1, -0.3], [0.5, -0.1, -0.1], [0.2, 0.1, -0.2], [-0.1, 0.4, 0.0], [0.5, 0.0, -0.2], [0.3, 1.0, -0.8], [-0.3, -0.1, 0.5], [0.4, -0.3, 0.5], [0.1, 0.2, 0.1]],
  "mulliken_charge": [-0.2269, -0.5731, 0.3582, -0.6846, -0.8723, 0.4151, 0.3238, 0.1246, 0.3215, 0.3307, 0.3339, 0.3236, 0.2661, 0.3050, 0.2543]
}


Here are the calculated relative energy (zero: lowest compared OMol25 entry of this formula, charge and spin) numbers, same order: 28.5 30.2 (kcal/mol).